{"formula": "H12O6", "method": "wB97M-V/def2-TZVPD", "energy_ev": -12480.0137, "smiles": "O.O.O.O.O.O", "e_homo_ha": -0.4126, "gap_ev": 11.7, "multiplicity": 1, "species": ["O", "H", "H", "O", "H", "H", "O", "H", "H", "O", "H", "H", "O", "H", "H", "O", "H", "H"], "coordinates": [[-1.360, 2.416, -0.712], [-0.888, 2.042, -1.443], [-1.044, 3.302, -0.624], [-0.533, -1.249, -2.356], [-0.648, -1.925, -3.045], [-0.533, -1.724, -1.502], [2.545, -0.958, 1.090], [1.838, -0.466, 0.630], [3.270, -1.092, 0.466], [-0.253, -0.306, 0.661], [-0.830, -1.072, 0.564], [-0.753, 0.440, 0.336], [0.632, -2.941, -0.330], [1.067, -3.428, -1.037], [1.280, -2.388, 0.135], [-1.035, 3.426, 2.395], [-1.517, 3.057, 3.127], [-1.240, 2.867, 1.646]]}

{"formula": "H12O6", "method": "wB97M-V/def2-TZVPD", "energy_ev": -12479.2263, "smiles": "O.O.O.O.O.O", "e_homo_ha": -0.4177, "gap_ev": 11.7, "multiplicity": 1, "species": ["O", "H", "H", "O", "H", "H", "O", "H", "H", "O", "H", "H", "O", "H", "H", "O", "H", "H"], "coordinates": [[-0.640, -1.474, -0.388], [-0.939, -1.908, -1.187], [-0.146, -0.714, -0.698], [-1.248, -3.373, -5.049], [-1.477, -4.286, -5.222], [-0.343, -3.291, -5.351], [3.248, 3.105, 1.911], [3.939, 2.459, 1.765], [3.603, 3.920, 1.558], [0.471, 5.257, -1.206], [0.702, 4.698, -0.464], [1.137, 5.945, -1.205], [-1.419, 3.206, 3.811], [-1.419, 3.995, 4.354], [-0.493, 2.993, 3.697], [-1.824, -6.793, 1.574], [-0.891, -6.865, 1.371], [-2.261, -6.872, 0.726]]}

{"formula": "H12O6", "method": "wB97M-V/def2-TZVPD", "energy_ev": -12478.6239, "smiles": "O.O.O.O.O.O", "e_homo_ha": -0.3799, "gap_ev": 10.4, "multiplicity": 1, "species": ["O", "H", "H", "O", "H", "H", "O", "H", "H", "O", "H", "H", "O", "H", "H", "O", "H", "H"], "coordinates": [[-0.761, 0.502, 2.815], [-0.754, -0.035, 2.101], [0.198, 0.368, 3.181], [-0.047, -2.901, 0.555], [-0.743, -2.798, -0.013], [0.279, -3.764, 0.777], [-2.544, -0.560, -0.896], [-2.588, -1.131, -1.700], [-3.269, 0.036, -0.974], [0.306, -0.506, -0.698], [0.280, -1.360, -0.164], [-0.667, -0.453, -0.701], [2.715, 1.916, -2.366], [2.372, 2.248, -1.581], [2.423, 0.998, -2.531], [0.589, 1.755, 0.571], [-0.411, 1.788, 0.576], [0.820, 2.459, 1.183]]}

{"formula": "H12O6", "method": "wB97M-V/def2-TZVPD", "energy_ev": -12479.7865, "smiles": "O.O.O.O.O.O", "e_homo_ha": -0.4075, "gap_ev": 11.3, "multiplicity": 1, "species": ["O", "H", "H", "O", "H", "H", "O", "H", "H", "O", "H", "H", "O", "H", "H", "O", "H", "H"], "coordinates": [[2.300, -1.687, 0.336], [1.559, -2.158, 0.754], [2.968, -2.377, 0.226], [-2.223, -0.266, -0.007], [-1.318, -0.365, 0.245], [-2.701, 0.130, 0.722], [-1.004, 0.689, 2.670], [-1.850, 1.095, 2.401], [-0.321, 0.980, 2.066], [-1.734, 2.173, -1.164], [-1.891, 1.304, -0.809], [-2.412, 2.777, -0.923], [2.019, -1.691, -2.352], [2.068, -1.643, -1.373], [2.884, -2.071, -2.551], [0.346, 0.816, 0.205], [1.156, 0.636, -0.189], [0.154, 1.658, -0.262]]}

{"formula": "H12O6", "method": "wB97M-V/def2-TZVPD", "energy_ev": -12479.8692, "smiles": "O.O.O.O.O.O", "e_homo_ha": -0.4085, "gap_ev": 11.5, "multiplicity": 1, "species": ["O", "H", "H", "O", "H", "H", "O", "H", "H", "O", "H", "H", "O", "H", "H", "O", "H", "H"], "coordinates": [[2.461, -0.244, 0.818], [2.543, 0.149, 1.717], [3.202, 0.075, 0.283], [-1.421, -0.379, -2.073], [-1.380, -0.286, -3.017], [-2.211, 0.139, -1.831], [-1.103, 1.909, 0.729], [-1.144, 0.955, 0.813], [-0.780, 2.203, 1.529], [1.419, -0.820, -3.418], [1.754, 0.007, -3.077], [0.700, -1.143, -2.839], [-0.645, -0.028, 3.438], [-0.779, -0.509, 2.641], [-1.526, 0.376, 3.601], [-0.583, -0.903, 0.492], [0.308, -0.661, 0.618], [-0.819, -0.835, -0.417]]}

{"formula": "H12O6", "method": "wB97M-V/def2-TZVPD", "energy_ev": -12479.3902, "smiles": "O.O.O.O.O.O", "e_homo_ha": -0.3990, "gap_ev": 10.9, "multiplicity": 1, "species": ["O", "H", "H", "O", "H", "H", "O", "H", "H", "O", "H", "H", "O", "H", "H", "O", "H", "H"], "coordinates": [[-1.517, 0.939, 0.099], [-1.019, 0.121, -0.015], [-0.838, 1.606, 0.253], [3.912, -1.736, -0.411], [4.154, -2.135, -1.254], [2.958, -1.864, -0.356], [0.380, -2.427, -0.493], [-0.565, -2.566, -0.623], [0.697, -3.273, -0.158], [-3.516, 1.133, -1.703], [-2.732, 1.150, -2.263], [-3.170, 1.243, -0.811], [-2.669, -0.884, 2.074], [-2.156, -0.612, 1.305], [-2.549, -1.839, 2.110], [3.175, 3.109, 0.556], [3.043, 3.826, -0.074], [4.057, 3.268, 0.911]]}

{"formula": "H12O6", "method": "wB97M-V/def2-TZVPD", "energy_ev": -12480.0689, "smiles": "O.O.O.O.O.O", "e_homo_ha": -0.4024, "gap_ev": 11.3, "multiplicity": 1, "species": ["O", "H", "H", "O", "H", "H", "O", "H", "H", "O", "H", "H", "O", "H", "H", "O", "H", "H"], "coordinates": [[1.414, 1.169, 1.102], [1.968, 1.804, 1.681], [1.146, 0.318, 1.476], [0.396, -1.414, 1.556], [0.551, -2.035, 0.798], [-0.554, -1.248, 1.311], [-2.032, -0.858, 0.546], [-1.896, 0.014, 0.244], [-1.758, -1.259, -0.343], [-0.060, -1.690, -1.343], [0.005, -2.307, -2.079], [0.561, -0.884, -1.583], [1.304, 0.544, -1.536], [1.691, 0.710, -0.669], [0.531, 1.154, -1.580], [-1.077, 1.857, -0.288], [-1.764, 2.535, 0.272], [-0.426, 1.590, 0.437]]}

{"formula": "H12O6", "method": "wB97M-V/def2-TZVPD", "energy_ev": -12479.3923, "smiles": "O.O.O.O.O.O", "e_homo_ha": -0.3950, "gap_ev": 10.6, "multiplicity": 1, "species": ["O", "H", "H", "O", "H", "H", "O", "H", "H", "O", "H", "H", "O", "H", "H", "O", "H", "H"], "coordinates": [[1.524, -3.236, -0.967], [2.464, -2.969, -0.930], [0.981, -2.490, -0.654], [2.915, 0.427, -1.042], [3.455, 0.610, -1.795], [2.013, 0.216, -1.313], [-2.016, 0.948, 1.321], [-1.461, 0.925, 2.111], [-2.489, 1.802, 1.257], [-0.181, 0.222, -0.857], [-0.767, -0.501, -0.669], [-0.630, 1.009, -0.518], [-0.058, 2.932, 0.862], [-0.844, 2.408, 0.748], [-0.279, 3.553, 1.531], [-1.316, -2.060, -0.019], [-1.049, -2.091, 0.915], [-2.262, -1.704, 0.019]]}

{"formula": "H12O6", "method": "wB97M-V/def2-TZVPD", "energy_ev": -12468.4332, "e_homo_ha": [-0.5769, -0.5231], "gap_ev": [12.3, 2.7], "multiplicity": 2, "s2": 0.76, "total_charge": 1, "species": ["O", "H", "H", "O", "H", "H", "O", "H", "H", "O", "H", "H", "O", "H", "H", "O", "H", "H"], "coordinates": [[1.503, -0.239, -1.105], [1.278, -0.235, -2.036], [2.323, -0.729, -1.058], [-0.284, 0.056, 0.735], [-1.034, -0.002, 0.143], [0.477, 0.092, 0.157], [-3.244, 0.160, 2.576], [-2.443, 0.234, 2.057], [-3.949, 0.139, 1.929], [3.428, 1.988, -1.199], [3.770, 1.889, -0.311], [2.500, 1.766, -1.126], [1.959, -1.370, 1.556], [1.125, -0.912, 1.446], [1.730, -2.299, 1.511], [-2.804, -0.166, -1.453], [-2.932, -0.887, -2.070], [-3.405, 0.516, -1.753]]}

{"formula": "H12O6V", "method": "wB97M-V/def2-TZVPD", "energy_ev": -38153.9309, "e_homo_ha": [-0.6084, -0.7487], "gap_ev": [9.3, 13.2], "multiplicity": 4, "s2": 3.75, "total_charge": 2, "species": ["V", "O", "H", "H", "O", "H", "H", "O", "H", "H", "O", "H", "H", "O", "H", "H", "O", "H", "H"], "coordinates": [[0.106, 0.119, 0.129], [0.213, 0.988, 1.995], [-0.600, 0.997, 2.562], [0.481, 1.906, 1.970], [-1.984, -0.296, 0.668], [-2.835, 0.039, 0.907], [-2.235, -1.250, 0.619], [-0.317, 1.963, -0.894], [-1.018, 2.568, -0.570], [-0.213, 2.240, -1.782], [0.532, -1.955, 0.869], [0.030, -2.740, 1.047], [1.290, -2.310, 0.349], [-0.153, -1.214, -1.669], [-1.039, -1.375, -1.992], [0.322, -0.886, -2.457], [2.232, 0.388, -0.281], [2.445, 1.152, -0.855], [2.744, -0.333, -0.615]]}

{"formula": "H12O6Zn", "method": "wB97M-V/def2-TZVPD", "energy_ev": -60863.2181, "e_homo_ha": [-0.9523, -0.9300], "gap_ev": [14.3, 4.5], "multiplicity": 2, "s2": 0.76, "total_charge": 3, "species": ["Zn", "O", "H", "H", "O", "H", "H", "O", "H", "H", "O", "H", "H", "O", "H", "H", "O", "H", "H"], "coordinates": [[0.004, -0.018, -0.124], [0.094, 1.358, 1.549], [0.398, 0.973, 2.371], [-0.520, 2.042, 1.817], [-1.249, -1.252, 0.952], [-1.131, -2.183, 1.139], [-2.175, -1.088, 1.128], [-1.734, 0.813, -0.931], [-2.102, 1.663, -1.172], [-2.413, 0.182, -1.169], [1.657, -0.789, 0.788], [2.573, -0.617, 0.569], [1.686, -1.143, 1.677], [0.154, -1.328, -1.559], [-0.407, -1.999, -1.949], [1.044, -1.598, -1.784], [1.211, 1.320, -1.002], [1.031, 1.851, -1.778], [1.880, 1.812, -0.525]]}

{"formula": "H13NO5", "method": "wB97M-V/def2-TZVPD", "energy_ev": -11938.9992, "smiles": "N.O.O.O.O.O", "e_homo_ha": -0.3910, "gap_ev": 11.0, "multiplicity": 1, "species": ["N", "H", "H", "H", "O", "H", "H", "O", "H", "H", "O", "H", "H", "O", "H", "H", "O", "H", "H"], "coordinates": [[0.120, -1.906, -1.153], [1.037, -1.730, -1.551], [-0.147, -2.822, -1.493], [0.233, -1.959, -0.149], [-0.351, 2.216, -1.874], [-1.061, 2.790, -1.549], [-0.676, 1.367, -1.552], [-1.494, -2.733, 1.332], [-2.185, -3.228, 1.776], [-1.951, -2.127, 0.721], [-2.528, -0.974, -0.699], [-1.668, -1.041, -1.160], [-2.552, -0.047, -0.441], [2.908, 2.892, 0.644], [2.327, 2.903, -0.127], [2.782, 3.776, 1.013], [1.366, 0.719, 2.010], [2.111, 0.307, 2.465], [1.729, 1.596, 1.785]]}

{"formula": "H14Na4O9", "method": "wB97M-V/def2-TZVPD", "energy_ev": -36309.1503, "e_homo_ha": -0.2449, "gap_ev": 5.8, "multiplicity": 1, "species": ["Na", "Na", "Na", "Na", "O", "H", "O", "H", "O", "H", "O", "H", "O", "H", "H", "O", "H", "H", "O", "H", "H", "O", "H", "H", "O", "H", "H"], "coordinates": [[-0.793, -1.464, 1.022], [0.422, 2.280, 0.325], [0.158, 0.699, 2.640], [-1.823, 0.968, 0.377], [-1.918, 1.272, 2.472], [-1.070, 1.584, 2.099], [-0.137, 0.563, 0.755], [0.127, 0.052, -0.035], [-0.493, -1.826, -0.796], [-0.956, -2.465, -1.372], [-0.713, -1.012, 2.875], [0.055, -1.026, 2.272], [2.031, 0.282, 0.631], [1.089, 0.409, 0.521], [2.151, 0.174, 1.574], [1.148, 1.684, -1.306], [1.474, 2.144, -2.079], [0.825, 0.848, -1.644], [-1.882, 0.642, -1.349], [-0.934, 0.754, -1.421], [-2.238, 1.118, -2.099], [0.954, -2.188, 0.584], [0.259, -2.038, -0.057], [1.690, -2.517, 0.067], [0.090, 0.055, -1.934], [0.641, -0.250, -2.655], [-0.155, -0.742, -1.464]]}

{"formula": "H14O6S", "method": "wB97M-V/def2-TZVPD", "energy_ev": -23347.1766, "smiles": "O.O.O.O.O.O.S", "e_homo_ha": -0.3449, "gap_ev": 9.5, "multiplicity": 1, "species": ["O", "H", "H", "O", "H", "H", "O", "H", "H", "O", "H", "H", "O", "H", "H", "O", "H", "H", "S", "H", "H"], "coordinates": [[1.896, 0.708, 2.795], [2.723, 1.181, 2.920], [1.563, 0.509, 3.676], [-2.198, -1.656, 0.345], [-2.506, -2.048, -0.470], [-1.248, -1.514, 0.464], [0.282, 0.066, 0.249], [1.098, 0.385, 0.668], [-0.263, 0.076, 1.059], [-1.422, 0.349, 2.435], [-2.082, -0.285, 2.129], [-1.855, 1.022, 2.974], [1.653, -1.729, -1.937], [0.822, -1.898, -1.478], [2.156, -1.340, -1.205], [-3.623, 1.227, -1.333], [-3.181, 0.432, -1.671], [-3.466, 1.165, -0.384], [2.885, 1.597, -3.949], [3.371, 0.494, -4.521], [3.393, 1.259, -2.765]]}